{
  "formula": "C27H26N4NiO4S2",
  "method": "ωB97M-V/def2-TZVPD",
  "e_lumo_ev": [0.14, -0.17],
  "e_homo_ev": [-7.9, -7.9],
  "spin_multiplicity": 3,
  "gap_ha": [0.29638, 0.28430],
  "elements": ["Ni", "C", "C", "C", "C", "C", "C", "C", "C", "C", "C", "H", "H", "H", "H", "H", "H", "H", "H", "H", "H", "H", "H", "H", "H", "O", "C", "N", "C", "O", "C", "C", "C", "C", "C", "C", "H", "H", "H", "H", "N", "C", "C", "C", "C", "C", "C", "S", "O", "O", "N", "C", "S", "C", "C", "N", "H", "H", "H", "H", "H", "H", "H", "H"],
  "coordinates": [[-0.534, 0.779, -0.129], [-2.661, -1.512, -0.125], [-2.845, -1.013, 1.312], [-2.123, -1.930, 2.294], [-2.499, 0.467, 1.467], [-1.723, 0.959, 2.523], [-1.554, 2.317, 2.729], [-2.158, 3.250, 1.893], [-1.935, 4.721, 2.106], [-2.952, 2.776, 0.853], [-3.121, 1.415, 0.643], [-2.805, -2.593, -0.166], [-1.649, -1.334, -0.506], [-3.367, -1.057, -0.820], [-3.917, -1.069, 1.533], [-1.046, -1.932, 2.115], [-2.485, -2.951, 2.168], [-2.307, -1.645, 3.330], [-1.212, 0.264, 3.177], [-0.903, 2.658, 3.524], [-2.536, 5.086, 2.942], [-2.206, 5.296, 1.222], [-0.887, 4.916, 2.337], [-3.432, 3.484, 0.187], [-3.740, 1.077, -0.179], [0.647, -0.873, 0.717], [1.350, 0.024, 1.226], [0.958, 1.300, 1.084], [1.755, 2.128, 1.862], [1.614, 3.314, 2.035], [2.819, 1.241, 2.474], [3.880, 1.545, 3.294], [4.695, 0.489, 3.703], [4.440, -0.818, 3.298], [3.358, -1.116, 2.469], [2.567, -0.062, 2.073], [4.073, 2.565, 3.600], [5.544, 0.687, 4.344], [5.094, -1.614, 3.629], [3.157, -2.127, 2.143], [0.440, -5.495, -3.902], [0.809, -4.212, -3.538], [1.119, -3.915, -2.207], [1.529, -2.646, -1.848], [1.636, -1.655, -2.817], [1.333, -1.936, -4.144], [0.924, -3.207, -4.502], [2.074, -0.023, -2.352], [2.453, 0.681, -3.549], [2.966, -0.108, -1.232], [0.706, 0.614, -1.794], [-0.143, 1.341, -2.521], [-0.060, 2.021, -4.108], [-1.636, 2.717, -3.858], [-2.099, 2.432, -2.631], [-1.266, 1.637, -1.872], [0.112, -6.105, -3.174], [-0.028, -5.609, -4.783], [1.043, -4.692, -1.456], [1.758, -2.411, -0.816], [1.437, -1.161, -4.891], [0.701, -3.433, -5.538], [-2.118, 3.301, -4.625], [-3.047, 2.753, -2.225]],
  "mulliken_charge": [0.228, -1.203, 0.699, -1.756, -0.738, 0.304, -0.798, 0.918, -1.653, -0.877, 0.466, 0.468, 0.070, 0.373, 0.398, 0.243, 0.480, 0.410, 0.224, 0.398, 0.345, 0.365, 0.341, 0.413, 0.362, -0.668, 1.385, -0.145, -0.268, -0.707, 0.200, -0.540, -0.456, -0.745, -0.388, 0.333, 0.504, 0.404, 0.422, 0.524, -0.541, 1.103, -0.961, -0.159, -0.184, -0.535, -0.702, 0.848, -0.746, -0.669, -0.115, 0.815, -0.057, -0.401, -0.717, -0.026, 0.212, 0.213, 0.290, 0.440, 0.498, 0.302, 0.416, 0.340]
}

---

{
  "formula": "C27H27AsClFeNO6S",
  "method": "ωB97M-V/def2-TZVPD",
  "e_lumo_ev": [-2.24, -5.24],
  "e_homo_ev": [-11.5, -12.1],
  "total_charge": 1,
  "spin_multiplicity": 6,
  "gap_ha": [0.33851, 0.25221],
  "elements": ["Fe", "O", "C", "C", "C", "C", "C", "C", "N", "H", "H", "H", "H", "H", "H", "H", "C", "S", "O", "O", "O", "H", "H", "H", "Cl", "C", "C", "O", "O", "H", "H", "C", "C", "C", "C", "C", "C", "As", "C", "C", "C", "C", "C", "C", "C", "C", "C", "C", "C", "C", "H", "H", "H", "H", "H", "H", "H", "H", "H", "H", "H", "H", "H", "H", "H"],
  "coordinates": [[0.477, 0.900, -0.171], [1.033, -1.425, -0.180], [2.338, -1.755, -0.646], [2.870, -0.715, -1.592], [3.684, -1.043, -2.663], [4.099, -0.033, -3.517], [3.685, 1.267, -3.273], [2.894, 1.508, -2.164], [2.502, 0.538, -1.337], [0.404, -1.609, -0.893], [2.332, -2.737, -1.120], [2.971, -1.798, 0.243], [3.969, -2.071, -2.840], [4.715, -0.260, -4.376], [3.967, 2.076, -3.931], [2.549, 2.505, -1.918], [-2.036, 2.973, 1.324], [-1.289, 1.448, 1.831], [-1.827, 1.003, 3.097], [0.181, 1.632, 1.862], [-1.568, 0.486, 0.722], [-1.737, 3.768, 2.002], [-3.114, 2.831, 1.329], [-1.673, 3.167, 0.315], [-2.297, 2.818, -3.887], [-0.530, 2.633, -3.766], [-0.229, 1.982, -2.431], [-0.149, 0.732, -2.363], [-0.057, 2.704, -1.417], [-0.084, 3.621, -3.826], [-0.193, 1.998, -4.580], [-3.948, -3.137, 5.877], [-4.354, -3.049, 4.552], [-3.477, -2.574, 3.593], [-2.185, -2.196, 3.959], [-1.784, -2.266, 5.288], [-2.664, -2.754, 6.241], [-1.022, -1.572, 2.539], [-1.114, -3.134, 1.366], [-0.784, -4.399, 1.837], [-0.859, -5.485, 0.977], [-1.275, -5.313, -0.337], [-1.651, -4.056, -0.789], [-1.575, -2.965, 0.064], [0.742, -1.465, 3.312], [0.992, -0.425, 4.207], [2.274, -0.229, 4.691], [3.308, -1.058, 4.277], [3.050, -2.118, 3.418], [1.772, -2.315, 2.920], [-4.636, -3.497, 6.629], [-5.353, -3.347, 4.266], [-3.787, -2.487, 2.558], [-0.787, -1.956, 5.574], [-2.345, -2.834, 7.271], [-0.474, -4.536, 2.866], [-0.599, -6.471, 1.338], [-1.318, -6.164, -1.004], [-2.011, -3.925, -1.801], [-1.873, -1.975, -0.265], [0.183, 0.237, 4.492], [2.474, 0.580, 5.380], [4.317, -0.878, 4.622], [3.848, -2.792, 3.135], [1.569, -3.136, 2.244]],
  "mulliken_charge": [0.742, 0.135, -0.572, 0.601, -0.886, -0.250, -0.845, -0.282, 0.028, 0.124, 0.351, 0.326, 0.428, 0.444, 0.431, 0.570, -0.899, 1.418, -0.589, -0.736, -0.638, 0.369, 0.363, 0.203, -0.184, -0.466, 0.983, -0.675, -0.748, 0.305, 0.317, -0.427, -0.732, -0.445, 0.410, -0.220, -0.685, 0.965, 0.429, -0.534, -0.673, -0.577, -0.526, -1.134, 0.755, -0.417, -0.752, -0.640, -0.556, -0.493, 0.401, 0.409, 0.400, 0.375, 0.416, 0.492, 0.435, 0.432, 0.483, 0.716, 0.511, 0.434, 0.439, 0.474, 0.466]
}

---

{
  "formula": "C27H27AsNO6S2SeV",
  "method": "ωB97M-V/def2-TZVPD",
  "e_lumo_ev": [0.27, 0.26],
  "e_homo_ev": [-7.5, -7.5],
  "spin_multiplicity": 3,
  "gap_ha": [0.28562, 0.28632],
  "elements": ["V", "O", "As", "O", "O", "C", "C", "C", "C", "C", "C", "S", "O", "O", "O", "H", "H", "H", "H", "H", "C", "C", "C", "C", "C", "C", "Se", "C", "C", "C", "H", "H", "H", "H", "H", "H", "H", "H", "H", "H", "H", "N", "S", "C", "C", "C", "C", "C", "C", "C", "C", "C", "C", "C", "C", "H", "H", "H", "H", "H", "H", "H", "H", "H", "H", "H"],
  "coordinates": [[0.421, 0.868, 1.105], [-0.009, 3.473, 3.759], [0.841, 1.895, 3.873], [1.775, -0.350, 1.013], [-0.172, 0.805, 2.933], [2.276, 2.347, 2.493], [3.522, 2.112, 3.081], [4.713, 2.378, 2.429], [4.695, 2.902, 1.150], [3.485, 3.151, 0.530], [2.290, 2.886, 1.191], [0.878, 3.108, 0.090], [0.962, 4.355, -0.592], [0.976, 1.869, -0.741], [-0.316, 2.854, 0.935], [-0.947, 3.359, 3.959], [3.561, 1.707, 4.087], [5.656, 2.177, 2.919], [5.622, 3.104, 0.630], [3.461, 3.547, -0.477], [8.290, 0.850, 0.099], [6.881, 0.340, -0.012], [6.167, 0.471, -1.191], [4.852, 0.023, -1.312], [4.123, 0.259, -2.604], [4.260, -0.612, -0.216], [2.474, -1.264, -0.375], [4.960, -0.747, 0.997], [4.348, -1.394, 2.207], [6.257, -0.263, 1.074], [8.605, 1.346, -0.818], [8.990, 0.036, 0.297], [8.388, 1.565, 0.919], [6.630, 0.959, -2.042], [4.698, 0.933, -3.238], [3.138, 0.693, -2.424], [3.967, -0.667, -3.160], [3.382, -0.958, 2.448], [5.013, -1.288, 3.065], [4.183, -2.459, 2.030], [6.794, -0.359, 2.011], [-1.276, -0.159, 0.544], [-2.623, 0.193, 1.366], [-3.511, 1.401, 0.399], [-3.502, 2.702, 0.875], [-4.094, 3.703, 0.117], [-4.679, 3.394, -1.099], [-4.675, 2.085, -1.571], [-4.091, 1.080, -0.823], [-3.703, -1.221, 1.172], [-3.200, -2.413, 0.689], [-4.051, -3.510, 0.594], [-5.373, -3.405, 0.988], [-5.860, -2.202, 1.490], [-5.025, -1.104, 1.589], [-1.506, -0.162, -0.449], [-3.007, 2.936, 1.808], [-4.081, 4.723, 0.476], [-5.137, 4.175, -1.690], [-5.129, 1.850, -2.524], [-4.094, 0.058, -1.182], [-2.158, -2.480, 0.404], [-3.669, -4.448, 0.214], [-6.029, -4.261, 0.912], [-6.891, -2.123, 1.805], [-5.401, -0.165, 1.973]],
  "mulliken_charge": [0.275, -0.614, 0.403, -0.386, -0.559, 0.016, -0.403, -0.744, -0.484, -1.400, 1.565, 1.498, -0.747, -0.533, -0.341, 0.293, 0.353, 0.381, 0.430, 0.425, -1.600, 0.545, -1.083, 1.031, -1.823, 0.367, 0.157, 1.133, -1.743, -0.676, 0.366, 0.385, 0.322, 0.246, 0.384, 0.347, 0.376, 0.180, 0.359, 0.369, 0.376, -0.240, 0.519, 0.375, -0.306, -0.625, -0.436, -0.698, -0.220, 0.222, -0.321, -0.607, -0.441, -0.631, -0.336, 0.245, 0.307, 0.415, 0.397, 0.407, 0.429, 0.513, 0.399, 0.383, 0.388, 0.416]
}

---

{
  "formula": "C27H27BF6O2S3",
  "method": "ωB97M-V/def2-TZVPD",
  "e_lumo_ev": -2.86,
  "e_homo_ev": -7.3,
  "spin_multiplicity": 1,
  "gap_ha": 0.16429,
  "elements": ["C", "C", "C", "C", "C", "B", "C", "C", "C", "C", "F", "F", "F", "C", "C", "C", "F", "F", "F", "C", "O", "C", "C", "C", "C", "C", "O", "S", "H", "H", "H", "H", "H", "H", "H", "H", "H", "H", "H", "H", "H", "H", "H", "H", "H", "H", "C", "C", "C", "C", "C", "S", "C", "C", "S", "C", "C", "H", "H", "H", "H", "H", "H", "H", "H", "H"],
  "coordinates": [[5.467, 0.542, 2.588], [4.238, 0.764, 1.786], [3.879, 1.901, 1.078], [2.584, 1.805, 0.455], [1.947, 0.618, 0.737], [0.358, 0.092, 0.221], [0.840, -0.430, -1.220], [1.308, -1.727, -1.376], [1.912, -2.091, -2.580], [2.450, -3.487, -2.742], [3.551, -3.524, -3.551], [2.813, -4.031, -1.541], [1.519, -4.327, -3.295], [2.021, -1.199, -3.633], [1.523, 0.083, -3.457], [1.658, 1.107, -4.549], [0.540, 1.899, -4.623], [2.719, 1.945, -4.318], [1.845, 0.553, -5.780], [0.923, 0.472, -2.264], [0.121, -0.845, 1.239], [0.049, -0.372, 2.590], [-0.133, 1.157, 2.817], [-1.374, 1.355, 3.663], [1.059, 1.676, 3.605], [-0.287, 2.049, 1.545], [-0.212, 1.389, 0.281], [3.008, -0.463, 1.581], [6.130, 1.411, 2.515], [5.217, 0.388, 3.646], [6.008, -0.344, 2.233], [4.533, 2.770, 1.019], [2.191, 2.583, -0.185], [1.253, -2.439, -0.568], [2.492, -1.491, -4.571], [0.565, 1.488, -2.157], [-0.814, -0.934, 2.991], [0.978, -0.729, 3.070], [-1.516, 2.417, 3.893], [-2.261, 0.989, 3.132], [-1.283, 0.806, 4.607], [0.913, 2.736, 3.855], [1.172, 1.107, 4.537], [1.980, 1.576, 3.024], [-1.285, 2.526, 1.520], [0.475, 2.847, 1.527], [-4.292, -1.813, -2.862], [-3.836, -0.497, -3.008], [-2.821, -0.010, -2.175], [-2.367, -0.810, -1.109], [-2.082, -0.186, 0.168], [-2.629, -1.195, 1.496], [-4.303, -0.512, 1.750], [-4.458, 0.825, 1.041], [-2.895, 1.354, 0.308], [-2.603, -2.201, -1.166], [-3.607, -2.686, -2.002], [-5.154, -2.163, -3.433], [-4.281, 0.159, -3.760], [-2.405, 0.985, -2.335], [-5.042, -1.248, 1.405], [-4.433, -0.403, 2.837], [-5.230, 0.786, 0.263], [-4.741, 1.611, 1.753], [-2.025, -2.875, -0.542], [-3.873, -3.739, -1.976]],
  "mulliken_charge": [-1.309, 0.653, -1.017, -0.865, 0.569, 1.865, 0.808, -1.286, -0.135, 0.763, -0.279, -0.262, -0.269, -0.760, -0.229, 0.813, -0.265, -0.265, -0.288, -0.979, -0.913, -2.534, 3.711, -1.770, -1.688, -2.254, -0.694, -0.303, 0.367, 0.266, 0.285, 0.324, 0.624, 0.634, 0.507, 0.642, 0.648, 0.611, 0.378, 0.271, 0.394, 0.403, 0.409, 0.385, 0.655, 0.503, -0.417, -1.008, -0.404, 0.757, 1.138, -0.190, -0.703, -0.720, -0.168, -0.418, -0.986, 0.422, 0.431, 0.492, 0.396, 0.447, 0.386, 0.448, 0.518, 0.453]
}

---

Calculated energy above the lowest of the compared OMol25 structures with the same formula, charge and spin in order - 1.6 8.3 14.9 98.6 kcal per mole